DFT (ωB97M-V/def2-TZVPD) results for a cluster of 7 separate species, C9H32N8O7 in total at a distorted geometry.

```
56
Properties=species:S:1:pos:R:3:forces:R:3
C 0.90130 -0.04902 -3.23139 0.289 1.192 0.471
C 1.51130 -1.35202 -2.84739 -0.239 -0.952 -0.802
O 2.89830 -1.13702 -2.69939 0.286 -0.529 0.524
H 0.95830 0.64498 -2.38639 -0.484 -0.153 0.030
H -0.08770 -0.20302 -3.57039 -1.370 0.145 -0.140
H 1.42530 0.51798 -4.02039 0.059 -0.838 0.025
H 1.24830 -2.12402 -3.62539 0.618 0.519 0.479
H 1.15230 -1.81102 -1.91439 -0.166 0.614 -0.159
H 3.28230 -1.46402 -3.50139 0.794 -0.062 -0.496
C -2.48370 -2.70502 -2.14639 -1.352 -0.866 -0.352
C -1.31270 -2.80002 -1.24739 2.206 -1.463 -0.459
O -1.56270 -3.44502 0.00661 0.312 -1.015 0.403
H -2.65770 -3.71202 -2.57739 -0.417 0.544 0.346
H -2.27870 -2.06402 -3.00439 0.186 0.158 0.186
H -3.39770 -2.31202 -1.64439 0.609 -0.362 -0.307
H -0.91770 -1.84302 -1.02639 0.515 1.240 0.091
H -0.49670 -3.41302 -1.76139 -0.918 0.927 0.442
H -0.70470 -3.69202 0.43661 -1.181 0.256 -0.815
C -2.84170 -0.95602 2.36861 2.868 5.595 5.255
O -2.63570 0.06298 3.23161 -1.423 -3.614 -2.996
N -3.82770 -1.76302 2.38961 -5.899 0.079 3.885
N -1.89870 -1.33002 1.59361 2.411 -1.276 -3.429
H -4.58170 -1.49902 3.06661 1.029 -0.387 -1.034
H -4.12270 -2.37702 1.70261 -0.044 -1.198 -1.610
H -0.99370 -0.88402 1.61761 -0.362 0.250 -0.113
H -2.05770 -2.17002 1.01661 0.568 0.588 0.286
C 3.23630 3.18298 -1.99239 2.031 6.042 -2.333
O 3.44830 4.37698 -2.61739 -1.161 -5.240 2.915
N 3.16330 2.98198 -0.70439 -1.194 1.597 4.513
N 3.32130 2.06798 -2.67839 -0.737 -1.214 -3.531
H 3.25330 3.84398 -0.11339 -0.338 -1.264 -0.975
H 2.51230 2.25998 -0.29639 1.313 0.919 -0.690
H 3.18430 2.41298 -3.64139 0.173 -1.377 0.264
H 2.97830 1.14698 -2.37339 0.445 0.945 -0.194
C 0.11330 2.50798 3.73561 3.996 10.074 -0.852
O 0.86130 3.75598 3.77961 -3.890 -6.609 -0.592
N 0.45730 1.55898 4.49761 3.457 -5.197 4.748
N -0.89370 2.24998 2.97361 -2.423 0.870 -2.937
H 1.40830 1.56998 4.89061 -0.937 0.693 -0.105
H 0.13930 0.57698 4.46161 -0.433 1.387 -0.079
H -1.13370 2.81898 2.15961 0.187 0.037 0.759
H -1.51170 1.45898 3.11661 -0.262 -0.301 0.156
C 1.22830 -0.14102 1.08561 2.159 4.714 -1.745
O 1.63230 0.96898 0.36961 -2.608 -6.107 3.793
N 0.51830 -0.15002 2.21261 -1.066 3.296 1.874
N 1.59030 -1.36602 0.79361 1.674 -0.616 -2.727
H 0.30630 0.82798 2.57361 0.054 -1.918 -0.893
H 0.37830 -0.93302 2.87661 0.730 0.772 -1.051
H 2.17930 -1.42502 -0.00439 0.508 -0.422 -0.628
H 1.23730 -2.19702 1.17961 -0.376 -0.656 0.706
C -1.22070 1.73998 -0.72939 0.733 0.843 0.961
O -2.12670 1.62198 0.35361 -1.041 1.277 -0.349
H -1.49770 2.36298 -1.58939 -0.937 -0.524 0.341
H -0.82270 0.80998 -0.98539 0.097 -1.813 -1.086
H -0.32070 2.20198 -0.37639 0.578 0.715 0.434
H -2.13770 0.78598 0.81661 0.374 -0.317 -0.407
```
Positions in Å, forces in eV/Å.

As for the charge: 0. Its gap between HOMO and LUMO is 7.552 eV. Its spin multiplicity is 1. The calculation puts the LUMO energy at -0.80 eV.

Here are the Löwdin charges for atoms 1 to 6, given in e:
1. C -0.09
2. C -0.33
3. O -0.07
4. H 0.06
5. H 0.06
6. H 0.09



DFT (ωB97M-V/def2-TZVPD) results for a cluster of 2 separate species, C2H6O2 in total at a distorted geometry.

```
10
Properties=species:S:1:pos:R:3:forces:R:3
C 1.17545 1.32166 -1.06932 -0.129 0.998 -0.931
C 0.28613 0.96609 -0.15403 0.603 -2.167 0.337
O 0.43012 -0.22109 0.57134 -0.162 1.541 0.192
H 0.90650 2.00013 -1.88115 -0.139 0.516 0.534
H 2.17906 0.94263 -1.18933 -0.209 -0.576 0.241
H -0.65882 1.41895 0.08097 -0.137 0.119 -0.430
H 1.35373 -0.49124 0.42812 0.132 -0.504 0.071
H -1.15682 -2.08716 1.24630 0.018 -0.092 0.307
H -2.39737 -1.63823 0.62777 -0.476 0.272 -0.360
O -2.11799 -2.21174 1.33932 0.501 -0.107 0.038
```
Positions in Å, forces in eV/Å.

As for the charge: -1. Its gap between HOMO and LUMO (alpha / beta) is 3.278 / 9.579 eV. As for the expectation value of S²: 0.750. Its spin multiplicity is 2. The calculation puts the LUMO energy (alpha / beta) at 4.44 / 4.43 eV.

Here are the Löwdin charges for atoms 1 to 6, given in e:
1. C -0.21
2. C -0.51
3. O -0.19
4. H 0.02
5. H 0.01
6. H 0.08



DFT (ωB97M-V/def2-TZVPD) results for a structure of composition C38H34BrCrN6O3Si.

```
84
Properties=species:S:1:pos:R:3:forces:R:3
Cr -0.33047 -0.44490 0.47522 0.095 0.106 -0.231
O -3.44445 -2.40055 2.06730 0.008 -0.003 -0.010
C -2.47591 -1.72102 1.78044 0.030 -0.025 0.006
N -1.57382 -1.92639 0.77847 0.072 0.085 0.009
C -1.08996 -3.21401 0.46969 0.009 -0.026 0.127
C -1.83209 -4.38770 0.54455 0.010 0.037 -0.007
C -1.21272 -5.60223 0.28445 0.011 -0.011 -0.011
C 0.13490 -5.63673 -0.04024 0.001 -0.005 -0.004
C 0.87091 -4.46330 -0.12770 0.001 0.020 -0.016
C 0.26434 -3.23473 0.11168 0.052 0.030 0.014
N 0.94421 -1.97287 0.09044 -0.153 -0.165 0.054
C 1.97024 -1.87024 -0.80164 0.033 0.022 0.002
O 2.19490 -2.62651 -1.74007 -0.020 -0.019 0.028
C 2.99421 -0.76397 -0.65641 -0.019 0.010 0.090
C 3.33084 -0.02037 -1.78562 0.008 -0.010 0.023
C 4.38650 0.86384 -1.71626 0.015 0.005 0.016
C 5.12256 0.92474 -0.53885 0.004 -0.018 0.003
C 4.73468 0.11655 0.51440 -0.020 0.012 0.010
N 3.67016 -0.68812 0.48566 0.012 0.012 0.000
C -2.07943 -0.52445 2.61623 -0.002 0.085 -0.055
C -2.92581 0.03818 3.51298 0.009 0.019 0.011
C -2.43994 1.16729 4.23909 -0.003 0.023 -0.031
C -1.14330 1.52938 4.16168 -0.010 -0.106 -0.029
C -0.19273 0.72683 3.35606 -0.320 -0.158 0.101
N -0.79063 -0.11813 2.40192 -0.048 -0.131 0.230
H -2.87412 -4.33414 0.82143 -0.006 -0.005 0.004
H -1.78385 -6.52014 0.34455 -0.003 0.006 0.000
H 0.62518 -6.58269 -0.23315 -0.009 0.001 0.002
H 1.91634 -4.50355 -0.39128 -0.007 0.002 0.001
H 2.78185 -0.17605 -2.70022 -0.066 0.018 -0.068
H 4.65507 1.47212 -2.57093 0.002 -0.006 -0.001
H 5.98959 1.56500 -0.44392 -0.005 0.003 -0.007
H 5.30108 0.11973 1.44047 -0.001 0.007 -0.007
H -3.91892 -0.36553 3.63420 -0.002 0.010 0.011
H -3.11116 1.73434 4.87333 -0.004 -0.016 0.003
H -0.75455 2.36997 4.72337 0.022 -0.031 0.032
H 0.43078 1.59209 2.71779 0.076 0.159 -0.134
C 0.91654 0.05054 4.14464 0.123 0.102 -0.073
Si 1.38484 2.21733 1.49796 -0.010 -0.172 0.067
C 0.89431 4.01312 1.63818 -0.028 -0.021 0.026
C 2.95895 1.92759 2.41794 0.117 0.151 -0.208
N 0.84256 1.28486 0.20554 0.079 0.223 -0.025
C 0.61908 1.87047 -1.04662 0.008 -0.117 0.052
C 1.05190 3.14595 -1.43453 0.034 0.006 -0.009
C 0.68582 3.71082 -2.64588 0.005 0.013 0.002
C -0.12318 3.01473 -3.52950 -0.006 0.010 -0.002
C -0.50373 1.71935 -3.21310 -0.001 -0.024 0.029
C -0.08951 1.15432 -2.02251 -0.060 0.030 -0.097
O -0.40539 -0.16306 -1.68917 -0.047 -0.058 0.009
C -0.47610 -1.15253 -2.69142 0.020 -0.041 -0.021
C -1.32003 -2.21671 -2.44466 -0.052 0.045 -0.031
C -1.35376 -3.27584 -3.33985 -0.014 0.013 0.012
C -0.56918 -3.25199 -4.48097 0.011 0.002 0.001
C 0.25473 -2.16241 -4.72283 0.001 -0.002 -0.003
C 0.31257 -1.10572 -3.82841 -0.001 -0.017 0.028
H 1.45395 0.75524 4.78114 0.016 0.008 -0.009
H 1.60734 -0.47141 3.48218 0.026 0.007 -0.036
H 0.43400 -0.69324 4.78132 -0.011 0.019 -0.011
H 0.62874 4.21390 2.68006 -0.017 0.015 -0.003
H 0.04982 4.28538 1.00550 0.018 0.010 0.015
H 1.73307 4.66788 1.38857 0.004 -0.029 0.002
H 2.86009 2.33567 3.42552 -0.001 -0.005 0.012
H 3.75170 2.48225 1.90591 0.052 -0.053 0.040
H 3.24433 0.88144 2.45586 -0.047 -0.032 0.064
H 1.70812 3.70892 -0.78233 -0.016 -0.020 0.027
H 1.03756 4.70363 -2.89513 0.001 -0.003 0.001
H -0.43570 3.45822 -4.46477 0.002 -0.002 0.003
H -1.10089 1.13229 -3.89761 -0.005 0.012 -0.004
H -1.91015 -2.24099 -1.54008 -0.007 0.027 -0.089
H -1.98957 -4.12441 -3.12427 0.003 -0.002 -0.001
H -0.59016 -4.08152 -5.17488 -0.001 0.002 0.001
H 0.87773 -2.13754 -5.60726 -0.001 0.002 0.004
H 0.96119 -0.26522 -4.02136 0.060 0.008 0.022
Br -3.18219 4.71379 1.14574 -0.008 0.021 0.007
C -3.26032 2.95878 0.46507 0.028 -0.031 0.000
C -4.39967 2.47756 -0.15261 -0.037 0.016 -0.011
C -4.38379 1.17333 -0.61595 0.006 -0.012 0.000
C -3.24045 0.41224 -0.44828 0.027 0.028 -0.042
N -2.14303 0.88982 0.14088 0.069 -0.018 0.064
C -2.15589 2.13982 0.59480 -0.040 0.001 0.071
H -5.27440 3.10416 -0.26113 0.001 -0.006 0.000
H -5.25115 0.74222 -1.09495 0.002 0.000 0.000
H -3.19339 -0.61660 -0.77512 -0.011 -0.020 -0.028
H -1.26180 2.49187 1.08921 -0.067 -0.024 -0.022
```
Positions in Å, forces in eV/Å.

As for the charge: 0. Its gap between HOMO and LUMO (alpha / beta) is 6.846 / 6.983 eV. As for the expectation value of S²: 3.780. Its spin multiplicity is 4. The calculation puts the LUMO energy (alpha / beta) at -0.13 / -0.18 eV.

Here are the Löwdin charges for atoms 1 to 6, given in e:
1. Cr 0.90
2. O 0.08
3. C -0.46
4. N -0.03
5. C -0.24
6. C -0.02



Calculated relative energy (zero: lowest compared OMol25 entry of this formula, charge and spin), 85.3 7.9 76.7 kcal/mol (same order as the records).